1.
C43H59BGe2N9S2SbTi | ωB97M-V/def2-TZVPD

Last column: Löwdin charge in e.
Element x y z (Å)
Ti  0.33300  -0.56450  0.07610  0.58
C  -1.01980  0.72690  3.24610  -0.07
C  -1.05030  -0.72370  2.93600  -0.33
C  -1.32430  -1.77970  3.81260  -0.01
C  -1.31050  -2.91020  3.02540  -0.06
N  -1.05720  -2.53590  1.76040  0.03
N  -0.87480  -1.20560  1.70440  -0.02
B  -1.10660  -3.38280  0.46950  -0.66
N  -1.84450  -2.56860  -0.61830  0.03
C  -3.02120  -2.84830  -1.20430  -0.04
C  -3.22470  -1.93920  -2.21450  0.00
C  -2.09050  -1.11460  -2.19340  -0.35
C  -1.80390  -0.00440  -3.14350  -0.04
N  -1.26850  -1.50860  -1.22150  0.00
N  0.33360  -3.55140  -0.01150  0.04
C  0.97600  -4.65930  -0.41480  -0.02
C  2.28080  -4.31860  -0.68590  0.01
C  2.36890  -2.94490  -0.42550  -0.32
C  3.58980  -2.10230  -0.47330  -0.03
N  1.17500  -2.49260  -0.03130  -0.01
N  -1.84300  -4.68120  0.73500  0.00
C  -3.04120  -4.78950  1.36360  -0.11
C  -3.38420  -6.11770  1.40130  -0.02
C  -2.32400  -6.77700  0.75380  -0.35
C  -2.19120  -8.24230  0.52140  -0.03
N  -1.42050  -5.89930  0.35820  0.11
H  -1.30150  0.89340  4.28070  0.09
H  -1.71320  1.25000  2.58810  0.01
H  -0.02510  1.14040  3.06790  0.03
H  -1.49530  -1.72180  4.86900  0.11
H  -1.45510  -3.93900  3.28680  0.13
H  -3.62390  -3.67260  -0.88040  0.12
H  -4.06320  -1.86630  -2.87800  0.10
H  -1.35290  -0.40550  -4.05120  0.09
H  -1.11520  0.72410  -2.71430  0.01
H  -2.73700  0.49230  -3.41310  0.09
H  0.45490  -5.59640  -0.45220  0.10
H  3.06290  -4.96650  -1.02310  0.11
H  4.40150  -2.60070  0.05410  0.09
H  3.38820  -1.14020  -0.00780  0.02
H  3.92030  -1.94030  -1.49810  0.08
H  -3.56290  -3.93110  1.73750  0.13
H  -4.25400  -6.56810  1.83360  0.10
H  -3.01800  -8.76460  0.99830  0.07
H  -1.25240  -8.61160  0.93080  0.08
H  -2.20170  -8.46430  -0.54500  0.08
C  0.61710  4.80050  3.48300  -0.35
Sb  0.04730  3.91020  1.58120  1.29
C  -2.05940  4.30020  2.03240  -0.31
C  0.35760  5.78170  0.50350  -0.34
H  0.16550  5.78110  3.56390  0.00
H  1.69350  4.89480  3.54130  -0.01
H  0.27900  4.18400  4.30700  -0.01
H  -2.41900  5.09860  1.39340  -0.02
H  -2.15760  4.60290  3.06910  0.00
H  -2.65900  3.41230  1.86440  -0.04
H  -0.56780  6.34560  0.47110  -0.01
H  0.67880  5.56490  -0.50940  -0.05
H  1.11950  6.36650  1.00530  0.00
S  -1.66600  1.28710  0.07330  0.69
C  -2.15640  2.54000  -0.90580  -1.04
N  -3.46160  2.91050  -1.08090  -0.05
C  -3.65520  4.22260  -1.65600  -0.24
C  -2.50930  4.39170  -2.63970  -0.36
S  -1.09080  3.55550  -1.84580  1.00
H  -4.13370  2.56400  -0.41250  0.14
H  -3.62950  5.01200  -0.89010  0.12
H  -4.62110  4.25820  -2.16310  0.12
H  -2.23680  5.42540  -2.82570  0.09
H  -2.71110  3.87680  -3.57840  0.09
C  1.66410  -1.28040  -3.29120  -0.24
Ge  1.67890  0.30050  -1.99580  0.93
C  1.39000  1.91130  -3.17840  -0.37
C  1.75670  3.14380  -2.64740  -0.21
C  1.70890  4.29880  -3.40300  -0.12
C  1.28980  4.24680  -4.72200  -0.10
C  0.92410  3.03030  -5.26770  -0.09
C  0.97270  1.88130  -4.49970  -0.14
C  3.62970  0.87200  -1.84370  -0.25
C  4.02510  1.30930  -0.60530  -0.16
C  5.27960  1.88660  -0.36480  -0.08
C  6.16380  2.03230  -1.39390  -0.04
C  5.80790  1.63520  -2.69830  -0.17
C  6.69260  1.82530  -3.78100  -0.04
C  6.32690  1.48980  -5.05330  -0.09
C  5.05560  0.94820  -5.29060  -0.08
C  4.18720  0.73310  -4.25750  -0.04
C  4.52640  1.06180  -2.93030  -0.16
H  1.31560  -1.01850  -4.28710  0.00
H  0.99100  -2.04710  -2.90540  -0.01
H  2.65100  -1.72740  -3.38970  0.01
H  2.08100  3.19070  -1.61290  0.10
H  2.00250  5.24270  -2.96630  0.10
H  1.25730  5.15020  -5.31370  0.10
H  0.60040  2.97400  -6.29690  0.10
H  0.68520  0.93910  -4.94560  0.08
H  3.32730  1.19590  0.22370  0.04
H  5.54050  2.21380  0.63360  0.10
H  7.13670  2.47280  -1.22540  0.11
H  7.65660  2.27240  -3.57880  0.11
H  7.00220  1.64670  -5.88210  0.10
H  4.76450  0.70960  -6.30350  0.10
H  3.20610  0.33390  -4.44580  0.07
C  2.20140  -2.41770  3.18620  -0.19
Ge  2.72840  -0.53670  2.77210  0.79
C  4.71690  -0.57660  2.42360  -0.20
C  2.55160  0.48840  4.50010  -0.22
C  1.59470  0.27160  1.40140  -0.39
H  3.02420  -2.94420  3.66250  0.02
H  1.91600  -2.96640  2.29300  -0.01
H  1.36030  -2.42750  3.87250  0.00
H  5.23140  -0.10350  3.25370  0.01
H  4.99940  -0.06110  1.51320  -0.02
H  5.06350  -1.60300  2.35190  0.01
H  3.15000  0.01850  5.27700  0.01
H  1.52350  0.53730  4.85100  -0.01
H  2.91040  1.50780  4.37780  0.01
H  1.61960  1.36530  1.50590  -0.10

Properties
E_HOMO (Eh): -0.24788

***

2.
C43H59ClN5O2P2S2SiTa | ωB97M-V/def2-TZVPD

Last column: Löwdin charge in e.
Element x y z (Å)
Ta  0.11632  0.97840  -0.32843  1.38
C  0.29343  4.06932  -2.00495  -0.05
N  0.93746  3.52751  -0.78478  -0.23
C  2.38325  3.44970  -1.00235  -0.17
C  3.01857  2.73364  0.15200  -0.14
N  2.75760  1.25570  0.10338  -0.19
C  3.61860  0.67285  -0.94492  -0.05
C  3.13189  0.80129  1.43601  -0.32
C  4.42053  0.42730  1.78004  -0.01
C  4.71505  0.12641  3.10263  -0.05
C  3.73740  0.23097  4.08092  -0.06
C  2.45599  0.63211  3.74020  -0.09
C  2.15530  0.90799  2.41293  -0.56
S  0.55333  1.47893  1.96451  0.70
C  0.54720  4.37322  0.31789  -0.33
C  1.27759  5.44092  0.81058  0.00
C  0.74073  6.20746  1.83915  -0.05
C  -0.51278  5.91660  2.35528  -0.06
C  -1.24382  4.84799  1.85478  -0.08
C  -0.70151  4.07750  0.83829  -0.58
S  -1.52793  2.66115  0.20700  0.74
H  0.72243  5.04649  -2.24402  0.12
H  -0.77413  4.18308  -1.84421  0.08
H  0.45924  3.39615  -2.83822  0.04
H  2.82333  4.44041  -1.14993  0.14
H  2.54351  2.90194  -1.92539  0.07
H  2.61794  3.11112  1.09094  0.11
H  4.10079  2.88757  0.17566  0.15
H  4.58502  1.18108  -0.99023  0.11
H  3.14679  0.76584  -1.91263  0.03
H  3.79648  -0.37682  -0.73970  0.08
H  5.20024  0.36283  1.03299  0.12
H  5.71813  -0.17775  3.36983  0.12
H  3.97468  0.00260  5.11135  0.12
H  1.68843  0.73137  4.49773  0.11
H  2.25018  5.69243  0.40942  0.12
H  1.30641  7.04180  2.23088  0.12
H  -0.91970  6.51797  3.15664  0.12
H  -2.21637  4.60528  2.26315  0.11
Cl  -0.53246  -1.42045  -2.31369  0.82
C  0.08597  -2.94906  -1.74736  -0.60
C  0.13130  -3.97852  -2.67531  -0.09
C  0.57475  -5.22358  -2.26761  -0.04
C  0.96710  -5.41890  -0.94962  -0.04
C  0.92791  -4.36940  -0.05177  -0.09
C  0.47681  -3.09376  -0.42394  -0.37
P  0.51897  -1.71289  0.80224  1.08
C  -0.76643  -2.15199  2.03188  -0.35
C  -1.37439  -3.41019  2.00266  -0.08
C  -2.25206  -3.80154  3.00206  -0.05
C  -2.52713  -2.94834  4.06036  -0.06
C  -1.92253  -1.70150  4.10631  -0.08
C  -1.05362  -1.30319  3.10043  -0.13
C  2.05204  -2.27383  1.63361  -0.37
C  3.16057  -2.55539  0.83570  -0.13
C  4.26030  -3.21130  1.35664  -0.06
C  4.26910  -3.59311  2.69325  -0.06
C  3.17474  -3.31639  3.49476  -0.05
C  2.06405  -2.66611  2.96776  -0.07
H  -0.18341  -3.80213  -3.69470  0.12
H  0.61477  -6.03848  -2.97781  0.12
H  1.31704  -6.38918  -0.62476  0.12
H  1.26111  -4.53708  0.96429  0.12
H  -1.15550  -4.10840  1.20759  0.09
H  -2.70682  -4.78267  2.96020  0.12
H  -3.19697  -3.25942  4.85142  0.12
H  -2.11751  -1.03296  4.93523  0.12
H  -0.58963  -0.33014  3.16588  0.03
H  3.12830  -2.33572  -0.22444  0.10
H  5.10374  -3.44182  0.71867  0.12
H  5.12440  -4.11415  3.10266  0.12
H  3.16998  -3.62286  4.53248  0.12
H  1.20693  -2.48600  3.60251  0.11
C  2.03229  -0.70570  -4.03789  -0.17
Si  1.30261  0.98691  -3.71886  0.36
C  2.62894  2.23050  -4.13626  -0.16
C  -0.19850  1.32600  -4.76743  -0.14
O  0.84495  1.10594  -2.05991  -0.58
H  2.82972  -0.61500  -4.77976  0.05
H  1.29465  -1.40122  -4.43581  0.02
H  2.46727  -1.16004  -3.14646  0.03
H  2.77200  2.12696  -5.21719  0.06
H  3.59484  2.02278  -3.67195  0.04
H  2.37411  3.27356  -3.95506  0.04
H  0.13095  1.71658  -5.73331  0.05
H  -0.85925  2.07540  -4.33349  0.02
H  -0.78106  0.42409  -4.96010  0.03
C  -4.57689  -1.39095  -2.48090  -0.06
N  -3.46660  -1.39617  -1.52692  -0.31
C  -2.92540  -2.72854  -1.29326  -0.13
P  -3.22977  -0.17647  -0.46962  0.59
O  -1.73861  0.18469  -0.18241  -0.64
N  -3.91339  1.17407  -1.08435  -0.32
C  -3.35743  1.80756  -2.27258  -0.12
C  -5.29661  1.54803  -0.79336  -0.06
N  -3.90100  -0.56183  0.95972  -0.27
C  -4.98414  -1.53183  1.10996  -0.06
C  -3.73779  0.28240  2.14405  -0.07
H  -4.23652  -1.83279  -3.41866  0.10
H  -4.91881  -0.38326  -2.68762  0.06
H  -5.41918  -1.98049  -2.10898  0.10
H  -2.54068  -3.14147  -2.22758  0.08
H  -3.68822  -3.41080  -0.90862  0.10
H  -2.11803  -2.68024  -0.57072  0.04
H  -2.27028  1.77577  -2.25128  0.02
H  -3.65243  2.85732  -2.28534  0.10
H  -3.70765  1.33698  -3.19709  0.09
H  -5.67726  0.98122  0.05314  0.07
H  -5.94978  1.36985  -1.65156  0.09
H  -5.33689  2.60930  -0.54363  0.10
H  -5.13754  -2.10723  0.20401  0.07
H  -5.91937  -1.02157  1.35600  0.10
H  -4.74352  -2.21881  1.92153  0.09
H  -2.92132  0.98584  2.00976  0.05
H  -3.51887  -0.34551  3.00666  0.07
H  -4.65854  0.83829  2.34117  0.10

Properties
Total charge: +2
E_HOMO (Eh): -0.46737

***

What is the E_HOMO in the first record?
-0.24788 Eh

***

Which of these has the highest E_HOMO?
C43H59BGe2N9S2SbTi